ORCA calculation (ωB97M-V/def2-TZVPD) on a 7-piece molecular cluster, C45H63Cl2F9O24 overall at a distorted geometry.

Structure (XYZ):
```
143
Properties=species:S:1:pos:R:3:forces:R:3
C -4.3083 -0.5459 3.0032 -1.3593 0.6686 1.1017
C -3.6064 -1.3516 2.4613 0.5122 -1.4926 -2.3497
C -2.9608 -2.3367 1.4589 0.5455 0.3839 0.5362
C -1.3903 -2.1182 1.3396 0.2790 -1.4387 1.4341
C -0.6548 -3.3204 0.5794 -0.7057 0.2656 0.5153
O -0.9876 -0.8221 0.9086 -0.6149 -0.6867 -0.8463
C -1.5262 -0.4523 -0.4102 0.6573 0.4213 0.7414
C -2.6997 0.5474 -0.1497 -0.5302 0.0728 -0.0415
C -2.7741 1.9156 -0.8943 -1.2354 1.5081 0.4390
C -3.9414 2.7641 -0.1625 0.1192 -0.5111 -0.6029
C -3.4689 4.1891 0.3035 -1.4340 -0.8454 -0.7989
O -4.4808 4.6785 1.2668 1.7540 -0.1487 1.0884
C -3.9127 4.4608 2.5294 -0.0132 0.5340 0.5377
O -3.8196 3.3977 3.0732 -0.2849 0.3040 -0.6132
C -0.2409 0.1344 -1.1786 -1.8239 -2.1892 -0.8678
O 0.1727 1.2203 -0.4166 0.6113 -0.7796 -0.5816
C 1.5438 1.6289 -0.3163 1.2674 1.2856 0.2603
C 2.6275 0.4891 -0.2736 -1.0715 -1.5029 -0.2559
C 2.4174 -0.6437 0.8031 1.0650 -0.7628 0.3822
C 2.5292 -2.1084 0.1849 0.2036 0.6657 -0.2020
O 3.5742 -0.5595 1.7058 -0.4848 -0.5995 -0.3063
C 1.8321 2.4630 -1.6578 -0.0832 -1.3799 0.4081
C 2.9981 3.4831 -1.6699 0.5646 1.5973 -1.6499
O 4.1608 3.1534 -0.9258 -0.5852 -0.4655 0.3186
C 2.5889 5.0049 -1.3607 0.2774 0.4041 -0.4113
F 3.1534 5.4838 -0.1984 -1.0906 -0.5952 -1.3681
F 3.0969 5.8268 -2.3734 -0.6468 -1.0001 1.2789
F 1.2342 5.2226 -1.3511 1.5959 -0.1220 0.2622
C 1.5170 2.5896 0.9955 -1.2076 0.5975 -0.7862
C 0.1812 2.3630 1.8545 -0.1308 0.4253 -0.0253
C 2.8374 2.7204 1.8212 0.7116 1.0466 1.4743
C 2.6950 2.6519 3.4136 0.5615 -0.1480 -0.5120
C 2.3599 1.2238 3.9818 0.3162 0.3118 0.4277
C -0.5398 0.4167 -2.7440 1.3883 -0.1444 -0.4709
Cl -2.1291 -0.2538 -3.3365 0.2125 0.6543 0.4621
C 0.5806 -0.2844 -3.6805 -0.9811 -0.5440 -0.1007
C 0.1080 -1.6267 -4.3526 1.3541 -0.6367 -0.5750
Cl 1.0227 0.8609 -5.0562 -0.0977 -0.4828 0.7726
H -5.0765 0.0540 3.5323 1.3360 -0.6242 -0.6747
H -3.1360 -3.4006 1.7972 0.2160 1.2060 -0.1920
H -3.4016 -2.2723 0.4272 -0.0040 0.2375 1.0779
H -1.0153 -2.2165 2.4053 -0.4027 0.4995 -1.1057
H 0.2634 -3.5945 1.1663 -0.7233 0.4362 -0.8996
H -1.3053 -4.2460 0.6021 0.6274 1.0497 -0.3127
H -0.4113 -3.0179 -0.4724 -0.1339 -0.5820 0.9274
H -1.9128 -1.3943 -0.8723 0.5459 0.9323 -0.0481
H -3.6751 0.0029 -0.3525 1.0031 0.6176 0.1428
H -2.7367 0.7673 0.9587 0.3469 -0.2690 -1.2252
H -1.8661 2.5735 -0.8308 -0.4338 -1.0690 0.0072
H -3.0858 1.8905 -1.9698 0.5741 -0.4628 0.9148
H -4.3657 2.1473 0.6831 0.6358 0.9663 -0.6395
H -4.8014 2.8986 -0.8869 0.8886 -0.0056 0.8353
H -3.5617 4.8843 -0.5772 0.5547 -0.5505 0.9898
H -2.4514 4.1862 0.7721 -0.8048 0.0663 -0.5491
H -3.4978 5.3839 3.0434 -0.6264 -0.5380 -0.7916
H 0.4307 -0.7805 -1.2174 -0.1855 1.3101 0.4659
H 2.5760 -0.0376 -1.2790 0.1516 0.6239 0.9771
H 3.6838 0.8359 -0.1700 -1.1169 0.1583 -0.0861
H 1.5178 -0.5122 1.4588 0.4180 -0.0850 -1.0218
H 1.7571 -2.3196 -0.5969 0.5902 0.0639 0.7668
H 3.5448 -2.1813 -0.3069 -1.0357 0.1325 0.4732
H 2.4948 -2.9039 0.9853 -0.1636 0.8626 -0.7893
H 3.6391 -1.4481 2.1062 0.0742 0.7519 -0.0711
H 2.0808 1.6788 -2.4378 -0.1569 0.9642 0.7367
H 0.8372 2.8799 -1.9903 1.3497 0.1629 0.4605
H 3.3508 3.5461 -2.7493 -0.7891 0.1011 1.0012
H 4.8619 3.8188 -1.0268 -0.5682 -0.1832 -0.1685
H 1.3076 3.6064 0.5344 0.4201 -1.0127 0.6102
H -0.7296 2.7420 1.2984 1.1138 -0.6307 0.3212
H 0.0036 1.2855 2.0941 0.0771 1.0187 -0.0761
H 0.1772 3.0021 2.7875 0.3505 -0.9166 -0.8907
H 3.2513 3.7620 1.6479 -0.4400 -1.1954 -0.0189
H 3.6941 2.0432 1.5826 -1.1018 0.2624 -0.1841
H 3.7245 2.9207 3.8057 -1.1143 -0.1842 -0.3586
H 2.0107 3.4632 3.7885 0.4805 -0.9486 -0.3480
H 1.5670 0.6709 3.4039 0.8926 0.6154 0.6246
H 3.3112 0.6161 4.0096 -1.1593 0.5207 -0.2243
H 2.0219 1.3381 5.0435 0.1837 -0.2189 -0.9200
H -0.5145 1.5042 -2.9992 -0.3380 -0.9464 0.4726
H 1.5249 -0.5043 -3.1237 -0.8362 0.5193 -0.3543
H -0.3433 -2.3672 -3.6324 0.2758 1.0162 -0.5809
H 1.0463 -2.1326 -4.7416 -0.9368 0.5604 0.4208
H -0.5310 -1.4776 -5.2682 0.4231 0.0101 1.2942
C -0.9705 1.8965 7.9482 -0.3195 0.5378 0.5753
C -0.7642 1.7266 6.4730 0.4280 0.3356 -0.3419
O -0.0328 0.5156 6.3913 -0.6512 -0.1048 0.4611
C -0.4138 -0.2191 7.4762 0.1912 -0.7855 0.1963
O -0.2147 -1.3858 7.5979 0.0390 0.3998 0.0168
O -1.0557 0.5473 8.3999 0.2264 -0.2351 -0.4864
F -0.0039 2.7277 5.9680 -0.0526 0.0177 -0.1456
H -0.1260 2.3899 8.4362 0.0526 0.0294 -0.2237
H -1.8812 2.4470 8.1814 -0.0247 -0.2304 0.0679
H -1.6875 1.6380 5.8946 0.1203 0.0920 -0.1234
C -1.2360 -6.4247 -4.4490 0.0133 -0.3846 -0.7953
C -2.0607 -5.4614 -3.6473 -0.5206 -0.2426 0.2921
O -1.2273 -5.1766 -2.5390 0.3358 0.1637 -0.5452
C 0.0502 -5.3185 -2.9890 0.7957 0.1422 0.3848
O 1.0096 -4.9037 -2.4188 -0.2636 -0.1670 -0.1896
O 0.0937 -5.9831 -4.1744 -0.2285 0.2474 0.4780
F -3.1969 -6.0442 -3.1976 -0.0684 0.1187 0.0296
H -1.3517 -7.4586 -4.1156 -0.1500 0.1295 0.1659
H -1.4544 -6.3738 -5.5153 0.2493 0.0913 0.0323
H -2.3049 -4.5337 -4.1712 -0.1341 -0.0432 0.0812
C 3.5008 -6.3750 -5.3897 0.2631 0.6402 0.5337
C 3.9658 -7.5323 -6.2216 0.1606 -0.5346 0.3511
O 2.7679 -7.9966 -6.8146 -0.0211 0.6691 -0.2032
C 1.9604 -6.9042 -6.9186 -0.6403 0.2410 -0.1488
O 0.9860 -6.8539 -7.6037 0.1635 -0.0930 0.2288
O 2.4040 -5.8771 -6.1518 0.0025 -0.5456 -0.4605
F 4.4776 -8.5183 -5.4476 0.0909 -0.0701 -0.1109
H 3.1472 -6.6812 -4.4022 0.0412 -0.1768 -0.0980
H 4.2701 -5.6139 -5.2657 -0.1908 0.0941 -0.1320
H 4.6834 -7.2676 -7.0023 0.0430 -0.1599 0.0537
C -1.9951 -7.5556 -10.4086 -0.2067 -0.7627 0.0158
C -0.8611 -6.5763 -10.4541 0.4157 0.1372 -0.4571
O -1.5082 -5.3273 -10.3009 -0.2730 -0.4741 0.5021
C -2.6276 -5.5803 -9.5631 -0.5700 0.5842 0.3057
O -3.2712 -4.7452 -9.0141 0.1879 -0.3031 -0.1891
O -2.9118 -6.9132 -9.5270 0.2800 0.4649 -0.0541
F -0.2441 -6.5996 -11.6626 0.1264 0.0445 -0.0332
H -2.4667 -7.6976 -11.3841 0.1659 0.1566 -0.0463
H -1.6922 -8.5275 -10.0205 -0.1329 0.1147 0.1642
H -0.1228 -6.7063 -9.6600 0.0634 0.0351 -0.1431
C 3.5976 0.0368 10.0254 0.1509 -0.5820 0.5527
C 4.1517 0.7899 8.8523 -0.0864 -0.3015 -0.6304
O 3.1533 1.7582 8.5959 0.1796 0.0306 0.6693
C 2.5593 2.0064 9.7994 -0.5934 0.5375 0.2786
O 1.8652 2.9464 10.0209 0.1227 -0.3765 -0.1342
O 2.8654 1.0470 10.7145 0.0502 0.3488 -0.4675
F 4.2685 -0.0112 7.7671 0.1327 0.0733 -0.0655
H 2.9177 -0.7647 9.7260 0.0662 0.0958 -0.2238
H 4.3782 -0.3833 10.6588 -0.1151 0.1780 0.1213
H 5.1050 1.2885 9.0458 0.0085 -0.0543 -0.1572
C -4.1714 8.8919 1.3252 -0.2615 -0.4297 -0.6920
C -3.4574 10.1201 1.8076 -0.3455 0.5112 0.1566
O -3.2959 9.8722 3.1904 0.2419 -0.5138 -0.4256
C -3.2243 8.5154 3.3178 0.1716 -0.5122 0.7842
O -2.8275 7.9528 4.2860 -0.2071 0.1465 -0.3402
O -3.6584 7.8841 2.1914 0.2078 0.4381 0.3031
F -4.2248 11.2256 1.6514 0.1025 0.1212 -0.0302
H -5.2548 8.9598 1.4485 0.0792 0.2187 0.0804
H -3.9510 8.6629 0.2832 0.0889 -0.1736 0.1401
H -2.4794 10.2830 1.3476 -0.0752 0.1563 0.0071
```
Positions in Å, forces in eV/Å.

As for the multiplicity: 1. For the total energy, the calculation gives -5377.3055 Eh. The frontier orbital gap is 9.703 eV. As for the SMILES: C#CC[C@@H](C)O[C@@H](CCCCOC=O)[C@H](O[C@@](C[C@@H](C)O)(C[C@H](O)C(F)(F)F)[C@@H](C)CCC)[C@H](Cl)[C@@H](C)Cl.O=C1OC[C@@H](F)O1.O=C1OC[C@@H](F)O1.O=C1OC[C@@H](F)O1.O=C1OC[C@@H](F)O1.O=C1OC[C@@H](F)O1.O=C1OC[C@@H](F)O1. As for the charge: 0.